A cluster of 10 separate species, C32H89N8O12 in total, computed with wB97M-V/def2-TZVPD.

```
! RIJCOSX wB97M-V def2-TZVPD def2/J DEFGRID3
* xyz -1 1
N -9.4796 -6.6009 -8.0193
O -9.4980 -7.7254 -7.5485
O -8.4166 -6.2615 -8.5044
O -10.4497 -5.8346 -7.9307
C -15.6738 -7.5976 -3.0837
C -15.2120 -8.5345 -4.1894
C -13.8206 -8.1550 -4.7126
O -13.9730 -6.9326 -5.4128
C -12.7946 -6.3632 -5.8757
N -15.4088 -9.8778 -3.7300
H -15.9983 -6.6535 -3.5213
H -14.9379 -7.3836 -2.3086
H -16.5742 -7.8859 -2.5412
H -15.9407 -8.5082 -4.9996
H -13.4126 -8.8498 -5.4468
H -13.0795 -8.0105 -3.9265
H -12.3138 -7.0674 -6.5547
H -12.0963 -6.1838 -5.0581
H -12.9888 -5.3713 -6.2839
H -14.5836 -10.0719 -3.1809
H -16.1813 -9.7839 -3.0862
C -7.4666 -13.5473 -10.1741
C -6.6641 -12.3854 -10.6439
C -6.4148 -11.1889 -9.6511
O -7.5759 -10.6707 -9.0124
C -8.2673 -9.8277 -9.9100
N -5.4196 -12.9658 -11.1800
H -8.4900 -13.2762 -9.9146
H -7.1234 -13.9058 -9.2036
H -7.6310 -14.3682 -10.8720
H -7.2567 -11.9348 -11.4400
H -5.7834 -10.4249 -10.1047
H -5.7609 -11.5618 -8.8628
H -7.7742 -8.8556 -9.9215
H -9.2345 -9.6620 -9.4355
H -8.3780 -10.1948 -10.9304
H -4.6677 -12.2977 -11.0880
H -5.1394 -13.7119 -10.5596
C -12.7764 -10.1586 -10.9577
C -12.8158 -9.0410 -9.9744
C -13.1003 -9.5432 -8.5041
O -14.2352 -10.3716 -8.6229
C -14.8355 -10.7573 -7.3916
N -11.5482 -8.3092 -9.9835
H -13.7190 -10.7061 -10.9625
H -12.0678 -10.8957 -10.5801
H -12.5645 -9.8589 -11.9841
H -13.5695 -8.3300 -10.3129
H -13.2625 -8.6705 -7.8715
H -12.2973 -10.1241 -8.0506
H -14.0130 -11.1556 -6.7976
H -15.6063 -11.5145 -7.5349
H -15.1763 -9.8842 -6.8351
H -11.5969 -7.4957 -9.3868
H -10.9148 -8.9028 -9.4672
C -9.8105 -3.3138 -4.4203
C -8.6270 -3.7401 -5.3401
C -8.2580 -5.1880 -5.0447
O -7.0934 -5.4875 -5.7394
C -6.5371 -6.7174 -5.2727
N -9.0266 -3.5676 -6.7283
H -10.6241 -3.9946 -4.6708
H -10.1373 -2.2763 -4.4909
H -9.5235 -3.4601 -3.3790
H -7.8208 -3.0507 -5.0896
H -9.0512 -5.8046 -5.4675
H -8.1226 -5.2404 -3.9645
H -7.1476 -7.6099 -5.4100
H -6.3628 -6.6044 -4.2027
H -5.6062 -6.8805 -5.8156
H -9.4610 -2.6588 -6.8023
H -9.8555 -4.1141 -6.9136
C -1.4431 -5.2248 -8.6481
C -2.9593 -5.2663 -8.5458
C -3.6011 -6.6273 -8.2677
O -5.0385 -6.5925 -8.2911
C -5.5814 -7.9326 -8.3325
N -3.4564 -4.2003 -7.6796
H -1.0074 -5.2127 -7.6490
H -1.0395 -4.3398 -9.1399
H -1.0833 -6.0451 -9.2692
H -3.3434 -4.9891 -9.5275
H -3.1754 -7.0697 -7.3671
H -3.2473 -7.2001 -9.1249
H -5.6574 -8.3453 -9.3385
H -6.6304 -7.9808 -8.0404
H -5.0420 -8.6365 -7.6988
H -3.1295 -4.4157 -6.7486
H -2.9553 -3.3593 -7.9279
C -10.2998 -3.3926 -11.8989
C -8.9572 -3.2180 -11.1779
C -8.2409 -1.9037 -11.4256
O -6.8921 -1.9426 -10.8400
C -6.0762 -0.7914 -11.1623
N -9.1188 -3.5100 -9.7918
H -10.1361 -3.3478 -12.9756
H -10.9861 -2.5813 -11.6559
H -10.8231 -4.2982 -11.5921
H -8.2805 -3.9832 -11.5584
H -8.8130 -1.1220 -10.9259
H -8.1532 -1.7984 -12.5069
H -5.4932 -0.9362 -12.0719
H -5.3240 -0.5532 -10.4103
H -6.6107 0.1479 -11.3048
H -9.8866 -4.1652 -9.7570
H -9.5476 -2.7016 -9.3644
C -10.4571 -10.6430 -6.1553
C -9.1014 -10.9683 -5.5203
C -8.5763 -12.3104 -5.7725
O -9.4926 -13.3897 -5.6674
C -8.9664 -14.6441 -6.1033
N -8.2382 -9.9654 -6.1429
H -10.5867 -9.5629 -6.0855
H -11.3179 -11.1432 -5.7116
H -10.4247 -10.8588 -7.2232
H -9.1784 -10.6798 -4.4720
H -7.8557 -12.3941 -4.9589
H -8.0441 -12.4202 -6.7174
H -8.7592 -14.7034 -7.1718
H -9.7311 -15.4106 -5.9771
H -8.0538 -14.9197 -5.5749
H -7.9144 -10.4564 -6.9639
H -8.7893 -9.1996 -6.5034
C -14.4702 -3.7737 -9.5478
C -13.4149 -4.9212 -9.5993
O -12.2036 -4.3090 -9.1786
H -14.6311 -3.4324 -8.5252
H -15.4430 -4.1973 -9.7977
H -14.2529 -2.9245 -10.1956
H -13.3221 -5.2896 -10.6210
H -13.6177 -5.8258 -9.0262
H -11.7132 -4.9154 -8.6188
C -9.9363 -7.9570 -3.7252
C -8.9827 -8.2277 -2.5281
O -9.8353 -8.1451 -1.3446
H -10.3361 -6.9608 -3.5359
H -10.6944 -8.7402 -3.7222
H -9.4257 -7.9994 -4.6872
H -8.1870 -7.4830 -2.5118
H -8.4915 -9.2008 -2.5284
H -9.8732 -7.2075 -1.1419
*
```

HOMO energy (eV): -5.425
Molecular weight (g/mol): 778.1
Gap between HOMO and LUMO (eV): 7.9
Calculated total energy (a.u.): -2613.23840